No. 1
{"formula": "C5H6N2", "method": "ωB97M-V with the def2-TZVPD basis set", "e_homo_ev": [-7.1972, -7.1960], "lumo_energy_ev": [-0.15, -0.16], "orbital_gap_ev": [7.04, 7.04], "e_above_lowest_kcal_mol": 136.9, "elements": ["C", "C", "C", "C", "N", "C", "N", "H", "H", "H", "H", "H", "H"], "xyz": [[0.915, 0.048, -1.160], [0.080, 0.682, 0.893], [-0.451, -0.268, -0.084], [-0.358, -1.290, 0.911], [0.879, 1.458, 1.383], [-1.706, 0.067, -0.682], [-2.700, 0.323, -1.203], [0.582, 2.391, 1.665], [1.831, -0.227, -0.648], [0.914, 1.073, -1.528], [0.690, -0.693, -1.924], [0.576, -1.702, 1.265], [-1.251, -1.862, 1.110]], "mulliken_charge": [-1.217, 0.051, 1.311, -1.340, -0.490, 0.058, -0.438, 0.306, 0.418, 0.345, 0.361, 0.342, 0.291]}

No. 2
{"formula": "C5H6N2", "method": "ωB97M-V with the def2-TZVPD basis set", "e_homo_ev": -8.5477, "lumo_energy_ev": 0.75, "orbital_gap_ev": 9.30, "e_above_lowest_kcal_mol": 67.8, "elements": ["C", "C", "C", "N", "C", "C", "N", "H", "H", "H", "H", "H", "H"], "xyz": [[-1.352, -0.799, -0.029], [-1.344, 1.122, 0.166], [0.063, 0.810, -0.107], [1.251, 1.300, -0.345], [2.051, 0.186, -0.204], [1.337, -0.963, 0.064], [0.042, -0.526, 0.053], [-1.769, -0.906, -1.021], [-1.638, -1.673, 0.605], [-1.736, 2.036, -0.338], [-1.650, 1.127, 1.201], [3.123, 0.271, -0.296], [1.624, -1.986, 0.252]], "mulliken_charge": [-0.509, -0.660, 0.381, -0.700, -0.390, -0.196, 0.198, 0.246, 0.291, 0.288, 0.244, 0.413, 0.394]}

No. 3
{"formula": "C5H6N2", "method": "ωB97M-V with the def2-TZVPD basis set", "e_homo_ev": -10.0563, "lumo_energy_ev": -0.46, "orbital_gap_ev": 9.59, "smiles": "[H]/N=C1/C=CC(C)=N1", "e_above_lowest_kcal_mol": 31.9, "elements": ["H", "N", "C", "C", "C", "C", "C", "N", "H", "H", "H", "H", "H"], "xyz": [[-2.877, 1.049, 0.183], [-2.817, 0.205, -0.328], [-1.584, -0.012, -0.286], [-0.867, -1.226, -0.903], [0.423, -1.071, -0.685], [0.531, 0.246, 0.072], [1.763, 0.768, 0.816], [-0.611, 0.838, 0.327], [-1.369, -1.981, -1.548], [1.288, -1.653, -0.898], [1.792, 1.906, 0.804], [1.615, 0.556, 1.975], [2.714, 0.376, 0.471]], "mulliken_charge": [0.339, -0.622, 0.485, -0.410, -0.580, 0.719, -0.998, -0.585, 0.371, 0.424, 0.286, 0.229, 0.340]}